DFT (wB97M-V/def2-TZVPD) results for a structure of composition C53H43CuN3O2P2Si.

```
105
Properties=species:S:1:pos:R:3:forces:R:3:mulliken_spin:R:1
Cu -10.8269 -1.0128 20.5123 0.3221 0.3493 0.3546 0.29
P -12.5438 -1.1227 18.9676 -0.4900 -0.7686 -0.5720 0.14
P -10.9453 -2.9140 22.0221 -0.2632 0.1754 0.9108 0.06
Si -9.7339 -2.5278 19.0890 0.4827 -1.2957 0.6538 0.36
O -11.1293 0.2811 22.0982 -0.7136 -0.6770 0.0169 0.03
O -12.6173 6.5117 18.0557 -0.0765 0.2795 -0.0068 0.00
N -8.0402 4.9076 22.1305 0.2108 1.2979 -0.8326 0.00
N -8.1253 5.8512 21.3159 0.3181 0.1894 0.5993 0.00
N -9.7078 0.8099 20.0044 0.2897 0.3468 -1.2383 0.03
C -14.5938 -4.0186 23.7238 0.7095 -0.2678 -1.7563 -0.01
C -8.4777 -5.1254 19.7505 -0.5441 -0.7962 -0.4028 -0.02
C -11.9957 -5.1227 16.6168 0.8537 1.2853 0.4328 0.01
C -9.0954 -3.1160 25.7723 -0.0701 -1.3126 -0.5654 0.00
C -9.1469 -6.6024 21.5399 -0.0305 -1.3984 0.1675 0.00
C -9.7027 1.7575 20.9750 0.3245 -0.5187 0.9182 0.02
C -16.6678 -0.9295 18.7178 1.6061 -0.3175 -0.0766 0.00
C -9.1724 6.1248 19.1285 0.0261 -0.1596 -1.1473 0.00
C -10.3120 -1.0742 25.6503 0.8573 -1.7590 -1.3255 0.00
C -14.3347 -5.1198 21.5968 0.4223 -0.9259 -1.2879 -0.01
C -8.3703 2.2530 18.6593 0.1190 -0.3067 0.4016 0.00
C -14.3392 -1.2218 19.3460 0.5601 0.5773 -0.8699 0.01
C -14.7550 -1.7435 20.5403 -0.4366 0.2145 0.9168 0.01
C -13.3630 -3.3617 23.4851 -1.1190 -0.9234 0.6106 0.01
C -8.2827 -2.2294 17.8664 -0.3323 1.0752 0.5017 0.04
C -10.3278 -2.6010 23.7396 0.8409 -0.3817 -0.1685 0.00
C -12.2619 2.5168 16.1841 0.8472 0.9237 -1.0701 0.00
C -9.4991 -3.4419 24.4813 0.2732 -1.1593 -0.6787 0.00
C -12.6108 -3.6278 22.3622 0.6064 -0.7057 -1.1954 0.00
C -16.0904 -1.8806 20.8530 -0.3374 -0.2556 -0.2018 0.00
C -9.2925 6.0265 20.5025 0.3574 -0.0603 -0.4526 0.00
C -10.1813 2.0968 23.2983 -0.3908 0.9675 1.0831 0.00
C -10.9927 -4.6190 17.4850 -1.3418 0.8999 -0.4970 0.00
C -13.1352 -4.3562 16.3482 0.1012 -0.4816 0.6499 0.00
C -9.9544 -5.6088 22.0045 -1.5838 1.1152 1.2700 0.00
C -12.0678 1.2759 15.6214 -0.7269 -1.3257 0.4636 0.00
C -15.2873 -0.8235 18.4220 -1.1597 0.3201 -0.3807 0.00
C -13.8566 6.8572 18.6622 0.2792 1.6843 -0.3105 0.00
C -12.4996 1.5507 18.3797 0.7418 -0.1831 -1.1311 0.00
C -15.0587 -4.9274 22.7642 0.6971 1.0631 0.0025 0.01
C -9.5013 3.3246 23.2113 0.0291 0.0307 0.0747 0.00
C -11.5354 6.4750 18.8733 0.8656 -1.0289 0.2717 0.00
C -8.9411 3.8375 22.0422 -0.6434 -1.4442 1.6376 0.00
C -9.5247 -1.9611 26.3675 -0.3285 0.6867 0.2208 0.00
C -12.2146 0.1165 16.4487 0.4367 0.7542 -1.6380 -0.01
C -12.3829 0.2702 17.7930 -0.7146 0.2411 1.3544 -0.01
C -8.2871 3.1558 19.7104 -0.1803 -0.3538 -0.4498 0.00
C -13.3279 -3.2012 17.1035 -0.5642 0.5351 -0.4657 0.01
C -10.4011 1.3161 22.1789 0.3274 0.5361 -0.9480 0.00
C -10.0323 -4.3388 21.3909 0.4031 -0.4654 -0.2529 -0.02
C -11.6559 6.3725 20.2594 0.7788 0.5386 -0.3405 0.00
C -17.0446 -1.4781 19.9288 -0.8247 -0.1676 0.2858 0.00
C -8.4282 -6.3757 20.3608 0.3468 0.1834 0.3531 0.00
C -8.9602 2.9759 20.9360 -0.6822 -1.3910 -1.7034 0.00
C -12.4375 2.6631 17.5374 -0.5242 0.0597 1.8434 0.00
C -10.2495 6.3439 18.2916 -1.1059 0.3882 0.4346 0.00
C -13.0972 -4.5107 21.3699 -0.6021 0.0464 0.6369 0.01
C -10.5228 6.2517 21.0613 -0.2504 -0.4294 0.1244 0.00
C -9.3363 -4.1141 20.2039 0.6950 0.8487 -0.3675 0.02
C -9.0907 1.0516 18.8489 -0.1574 0.8751 0.7603 0.01
C -12.3488 -2.6860 17.9538 0.1501 0.3927 0.2400 -0.06
C -10.6386 -1.3998 24.3341 -0.8191 0.5720 0.8171 0.01
C -11.1347 -3.3479 18.1158 -0.0410 -1.0524 -0.7366 0.04
H -10.0843 -5.1549 17.6549 0.3391 -0.4759 -0.0539 0.00
H -10.6354 -5.8004 22.8700 0.7913 0.1480 -0.6417 0.00
H -17.4018 -0.6658 17.9864 -0.2818 0.2683 -0.2786 0.00
H -10.5456 6.2556 22.1355 -0.5100 -0.0634 0.3059 0.00
H -7.4936 -1.6086 18.3617 -0.4869 -0.6484 -0.4400 0.00
H -15.9986 -5.4187 22.8501 -0.5781 -0.3073 0.3276 0.00
H -8.6628 -1.6492 17.0000 0.1920 -0.3283 0.3917 -0.01
H -9.1699 -7.5729 22.1145 0.2948 1.0373 -1.0313 0.00
H -12.5342 -4.7402 20.4516 -0.2492 0.2371 0.5182 0.00
H -14.9548 -0.4132 17.4663 -0.2263 -0.0247 0.2082 0.00
H -14.7177 -5.8251 20.8160 0.2969 0.7174 0.8128 0.00
H -12.6160 6.4107 20.7059 -0.6084 0.1496 0.4629 0.00
H -16.3566 -2.3591 21.7933 -0.0886 0.2887 -0.1442 0.00
H -14.5410 6.9674 17.8091 0.0710 0.0712 0.5393 0.00
H -9.1733 0.3392 18.0322 0.0034 -0.1029 0.3328 -0.02
H -10.6145 1.8597 24.2865 0.1576 -0.1278 -0.7778 0.00
H -9.1577 -4.4013 24.0409 -0.2226 0.7504 0.4134 0.00
H -12.1403 3.4441 15.5877 -0.2571 -0.7996 0.2502 0.00
H -8.2435 5.9417 18.6200 0.5185 0.1428 0.1962 0.00
H -7.9683 -5.0290 18.7951 0.1314 0.1889 0.1793 0.00
H -11.8471 -6.0201 16.0493 0.1729 -0.4691 0.0525 0.00
H -7.8319 2.3599 17.7083 -0.2538 0.3192 0.5452 0.00
H -7.7271 4.0525 19.6428 0.7079 0.5006 -0.4546 0.00
H -14.2375 -2.6125 16.9958 0.0161 -0.3058 -0.1042 0.00
H -8.5257 -3.8756 26.3056 0.0748 0.3990 0.0366 0.00
H -11.2157 -0.6933 23.7921 -0.3684 0.4467 -0.4108 0.01
H -10.1313 6.4276 17.2084 -0.0415 -0.1364 0.3925 0.00
H -10.6165 -0.1416 25.9989 -0.4317 1.3174 0.8503 0.00
H -7.8206 -7.1626 19.9250 -0.0009 0.0769 0.0844 0.00
H -7.8806 -3.1650 17.4962 0.2055 -0.1545 -0.0450 0.01
H -12.9779 -2.7379 24.2561 0.2705 0.6004 0.3797 0.00
H -11.9223 1.1820 14.5503 0.0892 -0.1035 0.1335 0.00
H -9.4608 3.9014 24.1415 0.2771 -0.0407 -0.4150 0.00
H -18.1114 -1.5977 20.1528 0.4280 0.0552 -0.0551 0.00
H -12.1828 -0.8937 16.0385 0.1296 0.3262 -0.1166 0.00
H -12.5425 3.6683 17.9537 0.1301 -0.2890 -0.0632 0.00
H -14.2175 6.1177 19.3505 -0.1750 -0.6503 0.2400 0.00
H -13.7527 7.8312 19.2491 -0.2106 -1.0571 -0.8747 0.00
H -9.2568 -1.7559 27.3804 0.1825 0.1659 0.5312 0.00
H -12.4846 1.6065 19.4588 -0.3301 0.3267 0.1222 0.00
H -14.0731 -1.9555 21.3207 0.7987 -0.3353 0.3906 -0.01
H -13.8674 -4.7546 15.6241 0.3060 0.5448 0.5459 0.00
H -15.2091 -3.8133 24.5668 -0.0887 0.2017 0.7252 0.00
```
Positions in Å, forces in eV/Å.

LUMO (alpha / beta)   0.29 / -0.61 eV
2S+1   2
Gap between HOMO and LUMO (alpha / beta)   7.06 / 6.17 eV
<S²>   0.755
E_HOMO (alpha / beta)   -6.8 / -6.8 eV
Total charge   0
Energy relative to the best compared isomer or geometry (same formula, charge and spin)   0.00 kJ/mol

DFT (wB97M-V/def2-TZVPD) results for the molecule C17H27N5O3.

```
52
Properties=species:S:1:pos:R:3:forces:R:3:mulliken_charge:R:1
O -1.9820 0.5465 1.9999 0.0139 0.0211 0.0503 -0.36
O -0.8768 -1.2117 -2.8202 -0.0161 0.0076 -0.0073 -0.23
O -1.3558 2.1702 -2.3961 0.0133 0.0253 0.0307 -0.67
N 2.7426 0.4010 1.0056 -0.0085 0.0275 -0.0287 -1.15
N 2.3469 0.5725 2.2660 -0.0402 0.0060 0.0045 0.76
N 1.7627 0.7496 0.2318 0.0220 -0.0346 0.0233 -0.01
N -1.0039 0.7232 -0.6602 -0.1035 0.0239 0.0637 0.25
N -0.8407 -1.7794 -4.1072 -0.0121 -0.0016 0.0211 -0.89
C 3.2104 0.1681 3.3618 0.0017 0.0085 0.0034 -1.11
C -1.4673 -1.3130 -6.3796 0.0030 0.0119 -0.0071 -1.24
C 2.9803 -1.2789 3.7714 -0.0143 -0.0082 -0.0078 -0.30
C -1.3511 1.0422 -1.9342 0.0726 -0.0246 -0.0304 0.58
C -1.7966 -0.1086 -2.8450 -0.0265 -0.0198 -0.0027 -0.13
C -3.2677 0.7594 -4.7470 -0.0205 -0.0164 0.0029 -1.71
C 0.7078 1.1327 0.9941 0.1163 0.1874 0.0224 -0.98
C -1.3191 -0.5714 -0.0536 -0.0041 -0.0423 -0.0465 -0.72
C -0.2269 3.1069 -0.1191 0.0073 -0.0372 -0.0597 -2.14
C -1.8906 0.2913 -4.3081 0.0362 0.0045 -0.0036 0.62
C -1.6638 1.7905 1.4133 -0.0346 0.0173 -0.0249 -1.60
C 3.9083 -1.7053 4.9010 0.0065 0.0071 0.0024 -0.35
C -2.3815 -0.3888 1.0161 -0.0194 -0.0430 -0.0375 -0.55
C 1.0761 1.0254 2.3103 -0.0443 -0.1068 -0.0510 0.22
C -0.5478 1.6924 0.3668 0.0355 -0.0309 0.0755 2.26
C 3.6840 -3.1529 5.3177 0.0005 -0.0045 0.0025 -1.28
C -1.4018 -0.9904 -4.9289 0.0121 0.0188 0.0197 0.73
H -1.1089 3.6299 -0.4774 -0.0062 -0.0092 -0.0086 0.44
H -2.7809 -0.4678 -2.5049 0.0045 -0.0048 0.0020 0.26
H 0.5528 1.1974 3.2341 0.0045 -0.0038 0.0041 0.44
H -3.5400 1.6610 -4.1990 -0.0037 0.0022 -0.0007 0.40
H 4.3552 -3.4437 6.1259 -0.0006 0.0007 -0.0013 0.38
H 0.1980 3.6435 0.7317 -0.0119 0.0066 -0.0031 0.47
H -0.4101 -0.9939 0.3783 -0.0100 0.0196 0.0056 0.15
H 1.9374 -1.4054 4.0783 0.0024 -0.0023 -0.0028 0.32
H 3.7599 -1.0462 5.7623 0.0013 -0.0016 -0.0013 0.32
H 2.6596 -3.3057 5.6624 0.0001 -0.0002 -0.0002 0.33
H -2.4949 -1.2606 -6.7426 0.0003 -0.0196 0.0022 0.33
H -3.2834 0.9966 -5.8112 -0.0012 0.0012 0.0004 0.42
H -2.5472 2.2195 0.9201 0.0054 -0.0099 0.0083 0.47
H -1.0717 -2.3099 -6.5585 0.0010 0.0026 -0.0119 0.37
H 3.8561 -3.8303 4.4795 -0.0008 0.0000 -0.0002 0.33
H -1.3657 2.4554 2.2242 0.0142 0.0087 0.0021 0.43
H -4.0217 -0.0082 -4.5565 -0.0006 0.0083 -0.0033 0.37
H -1.1642 1.0833 -4.5177 0.0076 -0.0096 0.0002 0.44
H -0.8819 -0.5896 -6.9519 -0.0099 0.0056 0.0003 0.29
H 4.2344 0.3156 3.0209 -0.0019 0.0005 -0.0059 0.33
H -2.5664 -1.3294 1.5343 -0.0054 0.0034 -0.0041 0.34
H 3.0302 0.8447 4.1987 0.0000 0.0034 -0.0054 0.34
H 4.9468 -1.5692 4.5847 -0.0012 0.0004 0.0031 0.31
H -1.6664 -1.2749 -0.8012 0.0074 0.0015 -0.0117 0.61
H 0.5115 3.0862 -0.9154 0.0076 -0.0015 -0.0023 0.44
H -3.3184 -0.0530 0.5473 0.0026 0.0018 0.0157 0.34
H 3.1344 -1.9164 2.8968 -0.0022 -0.0010 0.0035 0.33
```
Positions in Å, forces in eV/Å.

LUMO   0.72 eV
Gap between HOMO and LUMO   9.81 eV
E_HOMO   -9.1 eV
Total charge   0
SMILES string   CCCCn1cc([C@]2(C)COCCN2C(=O)[C@@H]2ON=C(C)[C@H]2C)nn1
Energy relative to the best compared isomer or geometry (same formula, charge and spin)   347.83 kJ/mol